DFT (ωB97M-V/def2-TZVPD) results for a structure of composition C3H8N3 at a distorted geometry.

charge: +1
orbital gap: 0.4047 hartree
E_tot: -7701.699 eV
LUMO energy: -3.44 eV
F_max: 4.666 eV/A
energy relative to the best compared isomer or geometry (same formula, charge and spin): 345.3 kJ/mol

The geometry in XYZ format:
```
14
Properties=species:S:1:pos:R:3:mulliken_charge:R:1
C 0.147 0.380 2.493 0.0854
C -0.504 0.226 0.646 0.2484
C 0.267 -0.762 -1.418 -1.1703
N 1.166 0.967 2.605 -0.3260
N -1.699 0.510 -0.114 -0.4239
N 0.366 -0.461 -0.056 -0.0823
H -0.700 -0.192 3.071 0.3289
H -0.565 -1.365 -1.697 0.4593
H 0.185 0.050 -2.124 0.4185
H 1.181 -1.275 -1.724 0.3133
H 1.922 1.171 3.308 0.3295
H -1.655 0.461 -1.204 0.2635
H -2.452 1.121 0.259 0.2567
H 1.155 -0.904 0.430 0.2990
```

=====

DFT (ωB97M-V/def2-TZVPD) results for the ion C3H8N3 with charge +1 at a distorted geometry.

charge: +1
SMILES: C=C/[N+](N)=C/N
orbital gap: 0.4103 hartree
E_tot: -7701.959 eV
LUMO energy: -3.23 eV
F_max: 4.622 eV/A
energy relative to the best compared isomer or geometry (same formula, charge and spin): 320.3 kJ/mol

The geometry in XYZ format:
```
14
Properties=species:S:1:pos:R:3:mulliken_charge:R:1
C -1.880 -0.111 -1.483 -0.6391
C -0.719 0.535 -1.281 0.0909
C 1.289 0.657 0.342 0.2777
N 2.138 0.498 1.323 -0.3322
N 0.175 -0.024 0.116 0.1813
N -0.298 -0.935 1.003 -0.7063
H -2.610 0.175 -2.270 0.2766
H -2.357 -0.827 -0.767 0.2418
H -0.018 1.121 -1.840 0.2873
H 1.324 1.415 -0.445 0.1999
H 2.755 1.325 1.454 0.2890
H -1.170 -0.524 1.428 0.2778
H -0.258 -1.898 0.636 0.2669
H 2.023 -0.322 1.927 0.2885
```

=====

DFT (ωB97M-V/def2-TZVPD) results for the ion C3H8N3 with charge +1 at a distorted geometry.

charge: +1
SMILES: C1NC[N@@H+]2CN12
orbital gap: 0.3654 hartree
E_tot: -7700.544 eV
LUMO energy: -4.42 eV
F_max: 3.739 eV/A
energy relative to the best compared isomer or geometry (same formula, charge and spin): 456.8 kJ/mol

The geometry in XYZ format:
```
14
Properties=species:S:1:pos:R:3:mulliken_charge:R:1
C 0.309 -1.273 -0.469 -0.4128
C 0.987 0.853 -0.021 -0.4863
C -1.577 0.093 0.690 -0.1438
N 1.254 -0.483 0.332 -0.2643
N -0.917 -0.448 -0.514 -0.1089
N -0.434 0.866 -0.414 -0.0606
H 0.541 -1.398 -1.540 0.2497
H 0.059 -2.359 -0.221 0.3594
H 1.269 1.670 0.644 0.3804
H 1.517 0.991 -0.948 0.3336
H -2.655 0.303 0.543 0.2804
H -1.238 0.233 1.699 0.2931
H 1.530 -0.748 1.251 0.2747
H -0.646 1.701 -1.031 0.3054
```

=====

DFT (ωB97M-V/def2-TZVPD) results for the ion C3H8N3 with charge +1 at a distorted geometry.

charge: +1
orbital gap (spin up / spin down): 0.2557 / 0.2489 hartree
E_tot: -7696.024 eV
LUMO energy (spin up / spin down): -3.88 / -6.18 eV
2S+1: 3
F_max: 5.595 eV/A
energy relative to the best compared isomer or geometry (same formula, charge and spin): 389.5 kJ/mol

The geometry in XYZ format:
```
14
Properties=species:S:1:pos:R:3:mulliken_charge:R:1
C 0.407 1.021 1.035 -0.4392
C 1.380 0.617 -0.042 -0.0958
C -2.479 -0.362 -0.717 -0.5030
N -0.024 0.317 -0.187 0.4408
N -0.950 -0.239 -0.789 -0.6707
N 2.289 -0.506 -0.060 -0.2783
H 0.288 0.584 1.948 0.2994
H 0.189 2.107 1.130 0.2491
H -2.971 0.299 -1.392 0.2682
H -2.966 -0.100 0.273 0.2807
H -2.573 -1.505 -1.046 0.2412
H 2.340 -0.955 -1.057 0.4146
H 1.843 -1.160 0.660 0.3940
H 3.227 -0.119 0.244 0.3991
```

=====

DFT (ωB97M-V/def2-TZVPD) results for a cluster of 2 separate species, C3H8N3O in total at a distorted geometry.

charge: +1
orbital gap: 0.4214 hartree
E_tot: -9751.578 eV
LUMO energy: -3.22 eV
F_max: 6.058 eV/A
energy relative to the best compared isomer or geometry (same formula, charge and spin): 85.5 kJ/mol

The geometry in XYZ format:
```
15
Properties=species:S:1:pos:R:3:mulliken_charge:R:1
C 0.144 -1.092 -1.013 0.2281
C -1.492 -0.185 2.728 0.5026
C 0.759 1.417 -0.784 -0.7221
N -1.198 0.550 3.589 -0.2658
N 0.185 0.099 -0.439 -0.0667
N 0.568 -1.338 -2.219 -0.3680
O -1.457 -0.856 1.765 -0.5469
H -0.143 -1.895 -0.382 0.3647
H 1.765 1.420 -0.312 0.3447
H 1.025 1.493 -1.859 0.2807
H 0.125 2.328 -0.397 0.2633
H -0.130 0.053 0.475 0.1489
H -1.428 1.232 4.279 0.2930
H 0.652 -2.457 -2.408 0.3011
H 0.626 -0.770 -3.024 0.2425
```

=====

DFT (ωB97M-V/def2-TZVPD) results for a cluster of 2 separate species, C3H8N3O2 in total at a distorted geometry.

charge: +1
orbital gap (spin up / spin down): 0.2889 / 0.3156 hartree
E_tot: -11794.802 eV
LUMO energy (spin up / spin down): -5.85 / -5.13 eV
F_max: 4.189 eV/A
energy relative to the best compared isomer or geometry (same formula, charge and spin): 453.6 kJ/mol

The geometry in XYZ format:
```
16
Properties=species:S:1:pos:R:3:mulliken_charge:R:1
C 0.051 -0.745 0.137 1.0197
C 0.062 1.720 -0.463 -1.4485
C -0.378 0.290 -0.652 -0.3130
N 0.652 -0.612 1.289 -0.3535
N -0.289 -2.020 -0.225 -0.4045
N -2.523 0.027 0.178 0.9379
O -2.980 -0.979 -0.159 -0.3914
O -2.673 1.054 0.714 -0.3844
H 1.095 1.799 -0.567 0.4433
H -0.417 2.277 -1.247 0.3811
H -0.132 2.208 0.466 0.4057
H -0.688 0.052 -1.690 0.3275
H 0.927 0.207 1.742 0.1931
H 0.632 -1.459 1.755 0.1774
H -0.853 -2.034 -1.057 0.2342
H -0.143 -2.760 0.404 0.1755
```

=====

DFT (ωB97M-V/def2-TZVPD) results for a cluster of 2 separate species, C3H8N3OS in total at a distorted geometry.

charge: +1
orbital gap: 0.3148 hartree
E_tot: -20583.353 eV
LUMO energy: -4.32 eV
F_max: 3.756 eV/A
energy relative to the best compared isomer or geometry (same formula, charge and spin): 315.4 kJ/mol

The geometry in XYZ format:
```
16
Properties=species:S:1:pos:R:3:mulliken_charge:R:1
C -1.056 2.161 -2.248 -0.2975
C -0.131 -0.823 1.161 0.3361
C 1.302 -1.910 -0.588 -0.7185
N -0.758 1.823 -1.076 0.1826
N -0.416 1.426 -0.038 -0.4836
N -0.038 0.256 2.277 -0.2925
O 1.064 -0.940 0.535 -0.3243
S -1.538 -1.637 1.077 -0.1450
H -0.532 2.892 -2.733 0.2829
H -1.693 1.538 -2.870 0.2464
H 0.341 -2.134 -1.002 0.3240
H 1.727 -2.846 -0.447 0.3538
H 1.806 -1.418 -1.327 0.3229
H -0.489 1.103 1.689 0.4988
H 0.949 0.431 2.462 0.3475
H -0.536 0.077 3.127 0.3664
```

=====

DFT (ωB97M-V/def2-TZVPD) results for the ion C3H8N3S with charge +1 at a distorted geometry.

charge: +1
SMILES: N/[NH+]=C/[NH+]=C\C[S-]
orbital gap (spin up / spin down): 0.2316 / 0.2317 hartree
E_tot: -18535.202 eV
LUMO energy (spin up / spin down): -5.72 / -5.72 eV
F_max: 5.464 eV/A
energy relative to the best compared isomer or geometry (same formula, charge and spin): 415.2 kJ/mol

The geometry in XYZ format:
```
15
Properties=species:S:1:pos:R:3:mulliken_charge:R:1
C -1.496 1.172 -0.017 0.0577
C -2.297 -0.087 0.066 -0.6178
C 0.563 -0.011 -0.396 -0.1974
N -0.180 1.120 -0.130 -0.1674
N 1.682 -0.268 0.274 -0.0253
N 2.835 -0.926 -0.091 -0.5424
S -1.370 -1.634 -0.023 -0.1887
H -1.823 2.233 0.067 0.4322
H -2.873 -0.197 0.984 0.3003
H -3.307 -0.186 -0.608 0.3458
H 0.450 -0.404 -1.444 0.4813
H 1.485 0.071 1.185 0.2420
H 0.437 1.867 0.265 0.3328
H 3.232 -1.261 0.764 0.2699
H 2.663 -1.491 -0.896 0.2771
```

=====

DFT (ωB97M-V/def2-TZVPD) results for a structure of composition C3H8N4 at a distorted geometry.

orbital gap: 0.3852 hartree
E_tot: -9196.136 eV
LUMO energy: 1.04 eV
F_max: 7.157 eV/A
energy relative to the best compared isomer or geometry (same formula, charge and spin): 530.4 kJ/mol

The geometry in XYZ format:
```
15
Properties=species:S:1:pos:R:3:mulliken_charge:R:1
C -0.331 -0.749 0.276 0.4515
C -1.117 1.653 0.464 -0.7832
C 2.014 -0.566 -0.551 -0.8721
N -1.198 -1.626 0.161 -0.5994
N -2.145 -0.598 -0.126 -0.2123
N -1.068 0.361 -0.144 0.0118
N 1.370 -0.703 0.724 -0.4176
H -0.944 2.449 -0.322 0.2557
H -1.970 2.028 0.983 0.3212
H -0.200 1.750 1.118 0.3009
H 3.001 -0.814 -0.284 0.3954
H 1.610 -1.330 -1.239 0.3148
H 1.867 0.433 -0.977 0.2595
H -2.501 -0.573 -1.106 0.2591
H 1.614 -1.715 1.022 0.3146
```

=====

DFT (ωB97M-V/def2-TZVPD) results for a cluster of 2 separate species, C3H8N4 in total at a distorted geometry.

orbital gap: 0.3451 hartree
E_tot: -9197.597 eV
LUMO energy: 1.05 eV
F_max: 3.274 eV/A
energy relative to the best compared isomer or geometry (same formula, charge and spin): 389.5 kJ/mol

The geometry in XYZ format:
```
15
Properties=species:S:1:pos:R:3:mulliken_charge:R:1
C 0.976 -1.386 1.403 -0.8609
N 0.357 -0.704 0.289 -0.2067
C -0.996 0.992 1.126 -0.0149
N -0.570 0.651 -1.952 -0.4615
C 0.856 0.553 -0.161 0.0321
N 0.579 1.118 -1.272 -0.4954
N -1.995 1.264 0.554 -0.3236
H -0.397 -1.134 -0.236 0.3047
H -0.319 -0.086 -2.609 0.2120
H -0.975 1.454 -2.438 0.2412
H -2.655 1.027 -0.180 0.3012
H 1.726 0.915 0.368 0.3734
H 0.608 -0.976 2.348 0.2964
H 2.056 -1.238 1.378 0.2726
H 0.749 -2.451 1.383 0.3293
```

=====

DFT (ωB97M-V/def2-TZVPD) results for the molecule C3H8N4 at a distorted geometry.

SMILES: C/N=N/N/C=C\N
orbital gap: 0.3466 hartree
E_tot: -9198.311 eV
LUMO energy: 1.07 eV
F_max: 3.309 eV/A
energy relative to the best compared isomer or geometry (same formula, charge and spin): 320.6 kJ/mol

The geometry in XYZ format:
```
15
Properties=species:S:1:pos:R:3:mulliken_charge:R:1
C -2.361 0.636 -0.577 -0.6665
N 1.083 1.164 -0.254 -0.1707
N 0.756 -1.672 0.048 -0.5006
C 1.806 0.391 0.693 -0.4842
C 1.641 -0.948 0.794 -0.0631
N -0.217 1.062 0.045 -0.1877
N -0.955 0.583 -0.885 -0.2930
H 1.334 1.041 -1.241 0.2503
H -0.039 -1.045 -0.416 0.3052
H 0.469 -2.543 0.472 0.2499
H 2.545 0.923 1.269 0.3471
H 2.159 -1.472 1.591 0.3527
H -2.784 -0.373 -0.686 0.2410
H -2.869 1.274 -1.292 0.2658
H -2.567 0.980 0.439 0.3538
```

=====

DFT (ωB97M-V/def2-TZVPD) results for a structure of composition C3H8N4O at a distorted geometry.

orbital gap: 0.3093 hartree
E_tot: -11240.813 eV
LUMO energy: -0.54 eV
F_max: 8.402 eV/A
energy relative to the best compared isomer or geometry (same formula, charge and spin): 850.1 kJ/mol

The geometry in XYZ format:
```
16
Properties=species:S:1:pos:R:3:mulliken_charge:R:1
C 0.024 2.412 -0.123 -0.7973
C -0.519 0.155 0.396 0.5036
C 0.107 -0.364 -0.861 0.2939
H 0.847 1.784 -0.486 0.3470
H -0.746 2.592 -0.936 0.2763
H 0.456 3.142 0.596 0.2918
H -0.330 -0.624 2.427 0.2864
H -0.333 -2.626 0.390 0.4897
H 1.853 -1.955 -0.858 0.2533
H 0.862 -1.810 0.855 0.4950
H -0.753 0.792 -2.121 0.3060
N -0.731 1.409 0.770 -0.5283
N -0.442 -0.964 1.285 -0.3861
N 0.818 -1.779 -0.427 -0.7812
N 0.002 0.012 -2.151 -0.5938
O -1.116 -2.177 1.246 -0.4565
```

=====

DFT (ωB97M-V/def2-TZVPD) results for a structure of composition C3H8N4O2 at a distorted geometry.

orbital gap: 0.3618 hartree
E_tot: -13294.134 eV
LUMO energy: 0.54 eV
F_max: 4.567 eV/A
energy relative to the best compared isomer or geometry (same formula, charge and spin): 239.8 kJ/mol

The geometry in XYZ format:
```
17
Properties=species:S:1:pos:R:3:mulliken_charge:R:1
C -0.150 -0.352 -1.214 0.3644
C -1.647 0.147 0.805 0.6322
C -0.283 0.520 0.474 -0.1607
N -1.026 -0.237 -2.124 -0.6371
N 1.733 0.843 1.651 -0.6732
N 0.726 -0.053 1.284 -0.1231
N 1.049 -1.025 -1.219 -0.3668
O -1.887 -0.484 1.801 -0.5877
O -2.592 0.400 -0.106 -0.5952
H -0.001 1.586 0.167 0.3131
H -2.230 0.410 -1.103 0.4012
H -0.895 -0.914 -2.834 0.2048
H 2.329 0.959 0.809 0.2446
H 1.500 1.712 2.114 0.2449
H 0.406 -0.624 2.048 0.2741
H 1.774 -1.187 -0.504 0.2371
H 1.195 -1.701 -2.049 0.2274
```

=====

DFT (ωB97M-V/def2-TZVPD) results for the molecule C3H8N4O2 at a distorted geometry.

SMILES: N[C@@]12N[C@]1(N)O[C@]2(N)O
orbital gap: 0.3171 hartree
E_tot: -13293.524 eV
LUMO energy: 0.82 eV
F_max: 4.272 eV/A
energy relative to the best compared isomer or geometry (same formula, charge and spin): 298.6 kJ/mol

The geometry in XYZ format:
```
17
Properties=species:S:1:pos:R:3:mulliken_charge:R:1
N 0.918 -0.319 1.409 -0.8239
C 1.161 0.177 0.063 0.5557
C -0.836 0.880 0.110 0.5362
C -0.162 -0.423 0.451 0.4247
N 2.138 -0.526 -0.711 -0.5891
N -1.817 0.833 -0.904 -0.6083
N -0.569 -1.757 0.025 -0.7393
O -1.278 1.670 1.172 -0.5361
O 0.554 1.348 -0.410 -0.5360
H -0.459 1.753 1.703 0.3874
H 1.275 -1.266 1.518 0.4030
H 2.908 -0.798 -0.104 0.2371
H 2.539 0.123 -1.385 0.2827
H -2.095 1.764 -1.196 0.2530
H -2.615 0.240 -0.698 0.2286
H -1.566 -1.739 -0.187 0.2529
H -0.096 -1.959 -0.858 0.2713
```

=====

DFT (ωB97M-V/def2-TZVPD) results for the molecule C3H8N4P2 at a distorted geometry.

SMILES: P[C@@H]1N[PH2]1c1nnc[nH]1
orbital gap: 0.2816 hartree
E_tot: -27773.532 eV
LUMO energy: 0.25 eV
F_max: 3.360 eV/A
energy relative to the best compared isomer or geometry (same formula, charge and spin): 267.4 kJ/mol

The geometry in XYZ format:
```
17
Properties=species:S:1:pos:R:3:mulliken_charge:R:1
C -3.100 -0.409 -0.169 -0.1376
C -1.096 0.314 -0.396 0.1746
C 1.573 -0.182 -0.644 -0.3659
N -2.322 -1.449 -0.096 -0.6692
N -1.016 -1.041 -0.202 0.0490
N -2.390 0.754 -0.353 -0.1352
N 1.866 1.264 -0.294 -0.6787
P 0.405 0.836 0.470 0.2203
P 3.058 -1.279 -0.165 -0.0765
H -4.120 -0.389 -0.123 0.4693
H 1.151 -0.269 -1.657 0.3737
H -2.606 1.725 -0.678 0.2967
H 2.628 1.168 0.389 0.3570
H 0.601 0.235 1.709 0.0693
H -0.150 2.158 1.033 0.0249
H 3.118 -0.904 1.193 -0.0134
H 2.400 -2.531 -0.016 0.0419
```

=====

DFT (ωB97M-V/def2-TZVPD) results for the molecule C3H8N4S at a distorted geometry.

SMILES: NNC1=NSCCN1
orbital gap: 0.2982 hartree
E_tot: -20035.016 eV
LUMO energy: 0.65 eV
F_max: 2.869 eV/A
energy relative to the best compared isomer or geometry (same formula, charge and spin): 117.8 kJ/mol

The geometry in XYZ format:
```
16
Properties=species:S:1:pos:R:3:mulliken_charge:R:1
C 0.449 -0.505 -0.617 0.4147
C -1.029 1.893 -0.319 -0.7693
C -1.379 0.736 0.566 -0.4210
H 2.067 -1.192 1.101 0.2598
H 1.379 -2.691 1.137 0.2527
H 1.778 -1.691 -1.435 0.3107
H -0.174 2.445 0.105 0.3274
H -1.846 2.603 -0.345 0.3497
H -2.307 0.347 0.103 0.2556
H -1.452 1.070 1.628 0.3292
H -0.040 -0.667 1.307 0.1808
N 1.908 -2.032 0.585 -0.6784
N 1.228 -1.632 -0.567 -0.0034
N 0.415 0.109 -1.756 -0.5651
N -0.287 -0.148 0.506 -0.1896
S -0.709 1.355 -1.998 -0.0538
```

=====

DFT (ωB97M-V/def2-TZVPD) results for the ion C3H8NO with charge -1 at a distorted geometry.

charge: -1
SMILES: CNCC[O-]
orbital gap: 0.2458 hartree
E_tot: -6777.184 eV
LUMO energy: 4.46 eV
F_max: 2.162 eV/A
energy relative to the best compared isomer or geometry (same formula, charge and spin): 78.0 kJ/mol

The geometry in XYZ format:
```
13
Properties=species:S:1:pos:R:3:mulliken_charge:R:1
C 0.298 -1.605 -0.848 -0.8969
N 0.140 -0.147 -0.856 -0.4357
C 0.607 0.585 0.329 -0.5192
C -0.667 1.381 0.902 -0.6729
O -1.609 0.556 1.360 -0.8661
H -0.372 -1.968 -1.632 0.3256
H 0.084 -2.144 0.080 0.3142
H 1.291 -1.877 -1.237 0.2756
H -0.871 -0.056 -0.918 0.2668
H 1.295 1.344 -0.068 0.3035
H 0.965 -0.051 1.132 0.3470
H -0.930 2.003 0.015 0.2511
H -0.231 1.979 1.740 0.3070
```